Below is a cluster of 10 separate species, C81H178N10O13 in total at a distorted geometry, with properties calculated with ωB97M-V/def2-TZVPD.

Last column: Mulliken charge in e.
CARTESIAN COORDINATES (ANGSTROEM)
C (3.6851, -6.3890, -3.0223)  -1.9356
C (3.0301, -7.7046, -2.5144)  1.4621
C (1.5085, -7.6733, -2.8655)  -1.6925
C (3.6756, -8.8728, -3.3339)  -1.3908
C (3.1354, -10.2967, -3.0002)  -0.6663
C (3.4853, -10.5535, -1.5300)  -0.9970
C (2.9898, -9.4229, -0.5300)  1.5451
C (1.5153, -9.7294, -0.1675)  -1.7582
C (3.8377, -9.4866, 0.7490)  -2.0133
N (3.2992, -8.0423, -1.0742)  0.4002
O (3.1596, -6.9828, -0.2486)  -0.4740
H (3.6582, -6.2579, -4.1040)  0.4454
H (3.1538, -5.5085, -2.6612)  0.3791
H (4.7336, -6.3699, -2.7251)  0.4418
H (0.9197, -8.5844, -2.9719)  0.2832
H (1.0583, -7.1103, -2.0479)  0.4092
H (1.3808, -7.1004, -3.7840)  0.4305
H (3.7806, -8.5087, -4.3559)  0.4784
H (4.7419, -8.9326, -3.1158)  0.4498
H (2.0638, -10.2800, -3.1988)  0.2902
H (3.5352, -11.0501, -3.6790)  0.3960
H (4.5627, -10.7187, -1.5308)  0.3933
H (2.9710, -11.4893, -1.3112)  0.3415
H (0.9912, -9.9760, -1.0908)  0.3752
H (0.9945, -8.8250, 0.1472)  0.3500
H (1.2821, -10.6214, 0.4139)  0.4251
H (3.6425, -8.6946, 1.4721)  0.4440
H (4.8879, -9.4512, 0.4595)  0.4603
H (3.9337, -10.3357, 1.4257)  0.3706
H (4.0175, -6.9772, 0.1822)  0.3568
C (-9.0259, -4.3624, -0.1867)  -1.7003
C (-9.2462, -5.8793, -0.4787)  1.5989
C (-10.7582, -6.1565, -0.8163)  -1.9188
C (-8.3669, -6.2623, -1.6968)  -1.1904
C (-6.8497, -6.4821, -1.2984)  -0.6850
C (-6.7531, -7.3927, -0.0773)  -1.1432
C (-7.6052, -7.0791, 1.1144)  1.6062
C (-7.5120, -8.2381, 2.1195)  -1.9992
C (-7.0143, -5.8457, 1.8783)  -1.7306
N (-8.9686, -6.9120, 0.6101)  0.2127
O (-9.8635, -6.8341, 1.7116)  -0.4802
H (-8.0416, -3.9890, -0.4691)  0.3416
H (-9.6928, -3.7220, -0.7640)  0.4208
H (-9.1932, -4.1612, 0.8714)  0.3320
H (-10.9424, -7.1908, -1.1071)  0.4198
H (-11.3933, -5.8989, 0.0313)  0.4135
H (-11.1590, -5.6436, -1.6905)  0.4405
H (-8.6856, -7.1703, -2.2087)  0.4132
H (-8.4248, -5.4224, -2.3891)  0.3944
H (-6.2703, -6.9390, -2.1006)  0.4091
H (-6.3493, -5.5455, -1.0525)  0.3122
H (-5.6881, -7.4211, 0.1528)  0.3717
H (-7.0079, -8.3724, -0.4815)  0.4117
H (-8.0703, -8.0607, 3.0388)  0.4461
H (-6.5111, -8.3349, 2.5399)  0.4059
H (-7.7253, -9.1840, 1.6218)  0.4167
H (-6.0477, -6.0589, 2.3346)  0.4342
H (-7.6856, -5.4527, 2.6418)  0.3604
H (-6.8132, -5.0227, 1.1924)  0.3347
H (-10.3176, -7.6796, 1.6876)  0.3512
C (1.3004, 4.5782, 0.6365)  -2.0579
C (0.9025, 3.0794, 0.2973)  1.5481
C (1.5114, 2.7951, -1.1464)  -1.6335
C (1.5641, 2.1738, 1.3252)  -1.1509
C (1.0646, 0.7378, 1.2122)  -0.6871
C (-0.4267, 0.8036, 1.5665)  -1.2349
C (-1.3085, 1.7328, 0.6841)  1.6439
C (-1.6701, 1.0642, -0.6375)  -1.5436
C (-2.6274, 2.0152, 1.5221)  -1.8900
N (-0.5579, 2.9626, 0.3935)  0.3083
O (-1.1888, 3.8267, -0.4887)  -0.4860
H (0.6624, 4.9216, 1.4508)  0.4825
H (2.3416, 4.6673, 0.9462)  0.3962
H (1.1119, 5.2794, -0.1765)  0.3710
H (1.3061, 3.5719, -1.8830)  0.3894
H (2.5964, 2.7695, -1.2472)  0.3977
H (1.0147, 1.9700, -1.6569)  0.2560
H (2.6428, 2.1831, 1.1688)  0.5010
H (1.3041, 2.4804, 2.3383)  0.3503
H (1.1886, 0.2969, 0.2231)  0.3523
H (1.6061, 0.1760, 1.9732)  0.3789
H (-0.5962, 0.9055, 2.6384)  0.3910
H (-0.6356, -0.2540, 1.4053)  0.3213
H (-0.8657, 1.1208, -1.3708)  0.2824
H (-2.5350, 1.5115, -1.1274)  0.3435
H (-1.9198, 0.0033, -0.6242)  0.3727
H (-2.4424, 2.4613, 2.4992)  0.4267
H (-3.2726, 1.1393, 1.5903)  0.3835
H (-3.2392, 2.7686, 1.0258)  0.4120
H (-1.3670, 4.5551, 0.1107)  0.3737
C (6.0579, -0.6398, 11.1393)  -1.7154
C (4.7704, -1.0119, 10.2731)  1.2683
C (4.8223, -0.1477, 9.0011)  -1.6689
C (4.8467, -2.5279, 9.8631)  -0.9767
C (3.5959, -3.0749, 9.2747)  -0.7812
C (2.4185, -2.9041, 10.2730)  -1.1401
C (2.1878, -1.3893, 10.7409)  1.6503
C (1.4073, -0.6224, 9.6396)  -1.7752
C (1.3792, -1.4715, 12.0280)  -2.0235
N (3.4560, -0.8296, 11.0757)  0.3017
O (3.3127, 0.3933, 11.6924)  -0.4906
H (5.9144, 0.2614, 11.7354)  0.3595
H (6.1508, -1.4835, 11.8231)  0.3971
H (7.0088, -0.6113, 10.6071)  0.3723
H (3.9971, -0.3209, 8.3104)  0.3598
H (4.8538, 0.9339, 9.1325)  0.3577
H (5.6954, -0.3529, 8.3816)  0.4463
H (5.5282, -2.5403, 9.0124)  0.3944
H (5.3141, -3.2304, 10.5531)  0.3333
H (3.3909, -2.5555, 8.3386)  0.3252
H (3.6856, -4.1139, 8.9576)  0.4101
H (2.4716, -3.5501, 11.1494)  0.4391
H (1.5613, -3.2266, 9.6819)  0.4383
H (1.5411, 0.4564, 9.7196)  0.3720
H (0.3497, -0.8720, 9.5537)  0.4109
H (1.9689, -0.8216, 8.7269)  0.3582
H (0.7988, -0.5716, 12.2314)  0.3924
H (2.0428, -1.5533, 12.8889)  0.4150
H (0.6299, -2.2572, 11.9321)  0.4499
H (3.2717, 0.2721, 12.6439)  0.3196
C (-1.8399, 0.3057, -12.6884)  -1.7105
C (-1.0763, 1.0383, -11.5146)  1.3170
C (-1.2492, 0.1539, -10.1800)  -1.5882
C (0.3790, 1.1938, -11.9921)  -1.1779
C (1.2087, 2.0569, -11.0759)  -0.7252
C (0.5634, 3.4617, -11.0189)  -1.1282
C (-0.9740, 3.4928, -10.6492)  1.5733
C (-1.0558, 3.2605, -9.1150)  -1.7092
C (-1.5167, 4.8229, -11.1199)  -1.8749
N (-1.6952, 2.4012, -11.3668)  0.1845
O (-3.0231, 2.4081, -11.0419)  -0.4705
H (-1.4335, 0.5957, -13.6574)  0.3912
H (-1.7613, -0.7773, -12.5936)  0.3737
H (-2.9019, 0.5512, -12.6809)  0.3768
H (-0.6927, 0.5575, -9.3341)  0.3153
H (-2.2929, 0.1148, -9.8683)  0.3691
H (-0.9029, -0.8674, -10.3389)  0.4474
H (0.8053, 0.1914, -12.0327)  0.4641
H (0.4783, 1.5943, -13.0010)  0.3824
H (1.3888, 1.6321, -10.0884)  0.3581
H (2.2422, 2.1008, -11.4195)  0.4034
H (0.7670, 3.9347, -11.9796)  0.3563
H (1.1608, 3.8873, -10.2127)  0.3755
H (-0.3491, 2.4726, -8.8544)  0.3734
H (-2.0507, 2.9968, -8.7562)  0.2961
H (-0.6936, 4.1432, -8.5880)  0.4368
H (-1.3243, 5.0101, -12.1763)  0.4214
H (-1.1232, 5.6746, -10.5649)  0.3716
H (-2.5945, 4.8935, -10.9728)  0.4236
H (-3.4146, 2.6823, -11.8745)  0.3736
C (9.8596, -2.2712, 0.5007)  -1.7947
C (11.0131, -3.3540, 0.5417)  1.3761
C (12.1852, -2.8502, 1.3531)  -1.6268
C (10.3177, -4.6643, 1.1909)  -1.0041
C (11.2067, -5.8863, 0.9727)  -0.7064
C (11.4719, -6.1501, -0.5437)  -1.2486
C (12.0766, -4.9183, -1.2749)  1.6686
C (13.5823, -4.8192, -0.9270)  -1.7309
C (11.8927, -5.0890, -2.7699)  -1.8833
N (11.3308, -3.6032, -0.9379)  0.0310
O (11.9527, -2.5242, -1.4842)  -0.4469
H (9.6410, -1.9666, 1.5242)  0.3937
H (10.1476, -1.4413, -0.1446)  0.3929
H (8.9679, -2.6329, -0.0113)  0.3993
H (11.9115, -2.5983, 2.3777)  0.4483
H (13.0399, -3.5234, 1.4192)  0.2818
H (12.5312, -1.8975, 0.9522)  0.3721
H (10.2154, -4.5829, 2.2730)  0.4172
H (9.3805, -4.8418, 0.6633)  0.3426
H (12.1596, -5.8058, 1.4959)  0.3522
H (10.8414, -6.7826, 1.4739)  0.4142
H (10.4767, -6.3637, -0.9338)  0.3629
H (12.1584, -6.9841, -0.6898)  0.4527
H (13.9813, -3.8330, -1.1646)  0.3320
H (14.1443, -5.5497, -1.5089)  0.4791
H (13.8728, -5.0999, 0.0854)  0.3365
H (12.3820, -6.0372, -2.9929)  0.4136
H (12.3611, -4.2738, -3.3214)  0.4226
H (10.8490, -5.1975, -3.0650)  0.4121
H (11.4016, -2.1930, -2.1972)  0.3397
C (-10.4864, 0.5955, 13.2021)  -1.8544
C (-9.8821, 1.7394, 12.2760)  1.3827
C (-10.5110, 3.1123, 12.6736)  -1.6463
C (-8.3393, 1.8298, 12.5092)  -1.2487
C (-7.5469, 2.7374, 11.5482)  -0.6408
C (-7.8156, 2.3299, 10.1188)  -1.0925
C (-9.3065, 2.0762, 9.7506)  1.3405
C (-10.0535, 3.4671, 9.5034)  -1.6647
C (-9.3309, 1.3637, 8.3893)  -1.8649
N (-9.9903, 1.3735, 10.8288)  0.3644
O (-11.2512, 0.9121, 10.4763)  -0.4780
H (-11.5659, 0.5016, 13.0838)  0.4020
H (-9.9780, -0.3576, 13.0560)  0.4033
H (-10.3348, 0.8733, 14.2451)  0.4194
H (-10.5654, 3.1828, 13.7599)  0.4175
H (-9.9425, 4.0042, 12.4101)  0.3002
H (-11.4974, 3.3002, 12.2493)  0.3524
H (-8.0585, 2.0566, 13.5377)  0.4457
H (-7.9074, 0.8295, 12.4768)  0.4451
H (-7.8812, 3.7717, 11.6284)  0.2876
H (-6.4692, 2.6700, 11.6973)  0.3876
H (-7.1780, 1.4573, 9.9768)  0.4320
H (-7.3734, 3.0861, 9.4703)  0.3638
H (-9.9190, 4.2261, 10.2742)  0.3188
H (-11.1281, 3.3327, 9.3799)  0.3428
H (-9.6603, 3.9559, 8.6120)  0.4599
H (-8.8285, 0.4037, 8.5078)  0.4437
H (-8.7920, 1.9867, 7.6754)  0.3889
H (-10.3701, 1.1126, 8.1773)  0.4317
H (-10.9869, 0.0041, 10.3110)  0.3602
C (10.2048, 1.5128, -6.4666)  -0.8287
O (11.3619, 1.9016, -5.7676)  -0.1974
C (11.4141, 3.2720, -5.4719)  -0.4831
C (12.7891, 3.5361, -4.8247)  -0.8832
N (14.0370, 3.3465, -5.6133)  -0.3432
C (14.5136, 1.9695, -5.4460)  -0.0759
C (15.7324, 1.7521, -6.3329)  -0.8763
O (15.5569, 1.3714, -7.6986)  -0.3701
C (14.6720, 0.3041, -7.9301)  -0.6109
H (10.2191, 2.2211, -7.2950)  0.3575
H (9.2841, 1.4676, -5.8850)  0.2866
H (10.2473, 0.5233, -6.9218)  0.2362
H (10.5979, 3.6309, -4.8449)  0.3631
H (11.4852, 3.8092, -6.4176)  0.3522
H (12.8531, 3.0566, -3.8479)  0.3523
H (12.6936, 4.5912, -4.5684)  0.3815
H (13.9127, 3.5374, -6.5973)  0.2751
H (13.7743, 1.2199, -5.7282)  0.2295
H (14.8801, 1.8695, -4.4243)  0.3149
H (16.4250, 1.0375, -5.8882)  0.3863
H (16.3560, 2.6423, -6.4159)  0.3825
H (13.6383, 0.6498, -7.9330)  0.1580
H (14.8266, -0.5243, -7.2387)  0.3243
H (14.8207, -0.0847, -8.9375)  0.2693
C (-0.3000, 11.7269, -0.8220)  -0.8372
O (-1.1806, 11.5732, 0.2822)  -0.3083
C (-2.4153, 11.0197, -0.1071)  -0.6067
C (-3.2362, 10.8127, 1.1556)  -0.7123
N (-2.6159, 9.7574, 1.9492)  -0.3434
C (-3.3604, 9.4795, 3.1815)  -0.6829
C (-2.4788, 8.8541, 4.2384)  -0.6025
O (-1.4061, 9.7112, 4.4489)  -0.3055
C (-0.3508, 8.9841, 4.9507)  -0.7139
H (0.0848, 10.8648, -1.3668)  0.3330
H (0.6603, 12.1756, -0.5675)  0.2812
H (-0.7029, 12.3908, -1.5869)  0.3153
H (-2.2623, 10.0584, -0.5975)  0.3220
H (-2.9300, 11.5859, -0.8833)  0.4869
H (-4.2309, 10.4543, 0.8902)  0.4266
H (-3.3692, 11.7621, 1.6742)  0.3553
H (-1.7349, 10.1368, 2.2652)  0.2670
H (-4.2293, 8.8512, 2.9857)  0.3896
H (-3.6679, 10.4150, 3.6487)  0.3346
H (-2.1266, 7.9207, 3.7995)  0.3081
H (-3.0864, 8.5762, 5.0997)  0.4469
H (-0.0673, 8.1722, 4.2810)  0.2916
H (-0.5455, 8.5988, 5.9515)  0.3109
H (0.4573, 9.6953, 5.1218)  0.2451
C (-8.1180, 6.7566, -5.6798)  -0.8451
O (-9.0622, 5.9772, -6.3282)  -0.2322
C (-9.6763, 4.9782, -5.5439)  -0.6224
C (-10.1091, 3.9106, -6.5811)  -0.6390
N (-11.3468, 4.3377, -7.1895)  -0.3738
C (-11.1806, 4.6442, -8.6368)  -0.5321
C (-12.5270, 5.0967, -9.1541)  -0.5831
O (-13.0048, 6.3887, -8.6369)  -0.3375
C (-12.1596, 7.4995, -8.8698)  -0.6624
H (-8.2366, 6.8433, -4.5998)  0.3639
H (-8.1856, 7.7111, -6.2017)  0.2120
H (-7.1037, 6.3754, -5.7980)  0.2864
H (-10.5591, 5.4369, -5.0986)  0.3119
H (-9.0166, 4.5643, -4.7813)  0.4947
H (-10.0984, 2.9406, -6.0839)  0.4191
H (-9.3241, 3.8689, -7.3362)  0.2721
H (-11.6760, 5.1880, -6.7549)  0.2713
H (-11.0095, 3.7057, -9.1642)  0.3909
H (-10.3576, 5.3174, -8.8768)  0.3205
H (-13.2045, 4.3001, -8.8466)  0.3415
H (-12.4087, 5.0345, -10.2358)  0.3433
H (-11.0851, 7.3233, -8.8189)  0.2706
H (-12.3477, 8.2302, -8.0833)  0.2392
H (-12.3771, 7.9242, -9.8498)  0.2900

The strongest force on any atom comes out at 0.083 hartree/bohr. The LUMO energy comes out at 0.364 eV. As for the gap between HOMO and LUMO: 8.399 eV. The structure (SMILES) is CC1(C)CCCC(C)(C)N1O.CC1(C)CCCC(C)(C)N1O.CC1(C)CCCC(C)(C)N1O.CC1(C)CCCC(C)(C)N1O.CC1(C)CCCC(C)(C)N1O.CC1(C)CCCC(C)(C)N1O.CC1(C)CCCC(C)(C)N1O.COCCNCCOC.COCCNCCOC.COCCNCCOC. Its energy relative to the best compared isomer or geometry (same formula, charge and spin) is 3.275 eV.